a:
{
  "formula": "C7H10N2O",
  "method": "the ωB97M-V functional and the def2-TZVPD basis",
  "species": ["N", "C", "C", "N", "C", "C", "C", "C", "C", "H", "H", "H", "H", "H", "H", "H", "H", "O", "H", "H"],
  "positions_angstrom": [[-0.2424, -2.3803, 1.7370], [-1.1396, -1.8314, 0.9378], [-1.1417, -0.3363, 0.6977], [0.1774, 0.1185, 0.3161], [0.5469, -0.0256, -1.1469], [-0.2616, 1.2738, -1.4429], [0.3121, 1.5839, -0.0278], [1.8111, 1.6255, -0.3339], [1.9702, 0.5327, -1.0923], [-1.9572, -0.1507, -0.0240], [-1.4166, 0.1677, 1.6375], [0.3575, -0.9870, -1.6381], [0.0616, 1.9015, -2.2818], [-1.3490, 1.1326, -1.4682], [-0.1276, 2.3144, 0.6606], [2.5267, 2.3773, -0.0087], [2.8563, 0.1165, -1.5666], [-2.2663, -2.3598, 1.3051], [0.6914, -2.0182, 1.5555], [-1.4093, -3.0549, 2.1839]],
  "homo_energy_ev": -9.11,
  "charge": 0
}

***

b:
{
  "formula": "C7H10N2O",
  "method": "the ωB97M-V functional and the def2-TZVPD basis",
  "species": ["N", "C", "O", "C", "C", "C", "C", "C", "N", "C", "H", "H", "H", "H", "H", "H", "H", "H", "H", "H"],
  "positions_angstrom": [[-1.1542, -2.3122, 1.1474], [-0.9751, -1.5764, 0.0317], [-1.4664, -1.9401, -1.0401], [0.0177, -0.4719, 0.0888], [0.6297, 0.0297, 1.3738], [-0.1758, 0.9806, 0.5496], [0.6293, 1.4307, -0.6460], [0.3811, 2.6237, -1.4713], [1.6129, 2.4948, -0.6789], [0.8634, -0.0167, -1.1032], [-1.5871, -1.8802, 1.9519], [-0.9716, -3.3194, 1.1097], [0.1575, -0.3166, 2.2939], [1.7170, 0.1252, 1.4278], [-1.0866, 1.4526, 0.9221], [0.5135, 2.5665, -2.5541], [-0.3791, 3.3306, -1.1302], [1.5640, 3.0590, 0.1669], [1.9068, -0.3619, -1.1108], [0.3942, -0.2346, -2.0700]],
  "smiles": "NC(=O)[C@]12C[C@H]1[C@]1(CN1)C2",
  "homo_energy_ev": -9.43,
  "charge": 0
}

***

Of them, the most stable is b and the least stable is a.